Entry 1:
64
Properties=species:S:1:pos:R:3:nbo_charge:R:1 method="wB97M-V/def2-TZVPD" spin_multiplicity=1 energy_ev=-49045.4757 e_above_lowest_ev=1.102 smiles="NC(N)=O.NC(N)=O.NC(N)=O.NC(N)=O.NC(N)=O.NC(N)=O.NC(N)=O.NC(N)=O"
N -1.81 0.84 -5.03 -0.873
C -1.02 1.68 -4.26 0.777
N 0.20 1.07 -4.14 -0.863
O -1.34 2.74 -3.79 -0.640
H -1.45 0.00 -5.43 0.396
H -2.70 1.22 -5.30 0.402
H 0.55 0.28 -4.65 0.406
H 0.89 1.68 -3.72 0.402
N -1.50 3.70 0.62 -0.849
C -1.57 3.42 1.95 0.774
N -1.04 2.20 2.27 -0.881
O -2.13 4.13 2.77 -0.667
H -1.13 3.02 -0.02 0.394
H -1.85 4.57 0.27 0.404
H -0.44 1.68 1.64 0.418
H -1.35 1.80 3.13 0.389
N -0.16 -1.14 0.63 -0.827
C 0.01 0.01 -0.01 0.791
N -0.80 0.22 -1.07 -0.831
O 0.82 0.87 0.39 -0.781
H -0.87 -1.84 0.42 0.414
H 0.38 -1.31 1.49 0.439
H -0.59 0.83 -1.84 0.411
H -1.41 -0.55 -1.29 0.401
N 3.42 -0.48 0.06 -0.846
C 3.89 -1.72 -0.20 0.766
N 5.22 -1.86 -0.45 -0.844
O 3.14 -2.68 -0.36 -0.691
H 2.44 -0.43 0.30 0.411
H 3.99 0.24 0.47 0.407
H 5.87 -1.13 -0.22 0.383
H 5.59 -2.78 -0.63 0.402
N 1.76 0.52 3.46 -0.836
C 1.43 -0.78 3.70 0.782
N 0.79 -1.03 4.87 -0.838
O 1.54 -1.63 2.81 -0.689
H 1.31 1.27 3.95 0.393
H 2.13 0.71 2.54 0.427
H 0.46 -0.27 5.44 0.389
H 0.38 -1.93 4.99 0.399
N -1.40 -4.44 2.65 -0.837
C -2.41 -3.59 2.28 0.791
N -2.95 -2.91 3.36 -0.848
O -2.77 -3.39 1.14 -0.694
H -1.34 -4.63 3.63 0.384
H -0.78 -4.83 1.96 0.428
H -3.49 -2.10 3.15 0.411
H -2.40 -2.97 4.20 0.375
N 4.08 3.97 -1.79 -0.849
C 3.60 2.97 -0.98 0.784
N 2.23 2.88 -1.01 -0.873
O 4.32 2.25 -0.31 -0.687
H 5.06 4.12 -1.90 0.409
H 3.41 4.42 -2.38 0.378
H 1.78 3.55 -1.60 0.366
H 1.68 2.15 -0.54 0.447
N -4.15 -1.29 -3.24 -0.844
C -3.51 -2.06 -2.33 0.762
N -4.17 -2.18 -1.13 -0.866
O -2.50 -2.70 -2.57 -0.667
H -4.93 -0.73 -2.96 0.385
H -3.53 -0.99 -3.98 0.401
H -5.09 -1.83 -0.95 0.381
H -3.78 -2.84 -0.46 0.441


Entry 2:
15
Properties=species:S:1:pos:R:3:nbo_charge:R:1 method="wB97M-V/def2-TZVPD" spin_multiplicity=1 energy_ev=-27753.8522 e_above_lowest_ev=0.464
C -2.40 0.04 0.10 -0.241
C -1.13 0.55 0.46 -0.290
C -2.25 -1.15 -0.61 -0.398
C -0.09 -0.24 0.13 -0.264
C 1.42 0.08 0.49 0.212
N 2.27 -0.61 -0.41 -0.812
O 1.53 1.50 0.31 -0.747
S -0.53 -1.54 -0.82 0.466
I 4.15 -0.09 -0.19 0.312
H -3.44 0.56 0.30 0.240
H -1.01 1.32 1.09 0.220
H -3.04 -1.77 -0.95 0.233
H 1.69 -0.01 1.62 0.211
H 2.04 -0.47 -1.36 0.382
H 0.78 1.83 -0.16 0.477


Entry 3:
9
Properties=species:S:1:pos:R:3:nbo_charge:R:1 method="wB97M-V/def2-TZVPD" spin_multiplicity=1 energy_ev=-17897.1680 e_above_lowest_ev=3.721
O -1.07 -0.37 -0.11 -1.149
Si -0.50 0.11 -1.49 1.219
Si 0.63 0.05 2.16 0.542
H -1.28 0.02 0.75 0.525
H -1.85 0.25 -2.32 -0.183
H 0.48 1.36 -1.30 -0.201
H 0.38 -0.97 -1.83 -0.214
H 1.80 0.53 1.37 -0.262
H 1.41 -0.99 2.77 -0.276


Entry 4:
152
Properties=species:S:1:pos:R:3:lowdin_charge:R:1 method="wB97M-V/def2-TZVPD" spin_multiplicity=1 energy_ev=-136499.5156 smiles="CCOC(=O)C(F)(F)F.CCOC(=O)C(F)(F)F.CCOC(=O)C(F)(F)F.CCOC(=O)C(F)(F)F.CCOC(=O)C(F)(F)F.CCOC(=O)C(F)(F)F.CCOC(=O)C(F)(F)F.CCN(CC)CC.CCN(CC)CC.CC(C)=O"
C -0.28 -11.91 -6.84 -0.062
C 1.05 -11.41 -6.21 -0.195
O 0.69 -10.99 -4.90 -0.009
C 1.00 -11.76 -3.78 -0.258
O 1.75 -12.79 -3.77 0.102
C 0.37 -11.24 -2.49 -0.524
F 1.35 -11.02 -1.54 0.135
F -0.39 -10.20 -2.73 0.194
F -0.40 -12.22 -1.96 0.148
H -1.04 -11.15 -7.03 0.081
H -0.60 -12.82 -6.34 0.078
H -0.09 -12.31 -7.83 0.070
H 1.35 -10.61 -6.90 0.119
H 1.89 -12.10 -6.21 0.121
C -0.38 5.74 -6.38 -0.053
C 0.83 4.92 -5.86 -0.268
O 1.25 4.01 -6.79 -0.002
C 2.38 3.17 -6.57 -0.260
O 3.00 3.13 -5.51 0.159
C 2.68 2.19 -7.68 -0.616
F 2.26 2.62 -8.84 0.202
F 3.97 2.03 -7.76 0.193
F 2.17 0.96 -7.49 0.167
H -1.19 5.12 -6.76 0.074
H -0.04 6.35 -7.21 0.074
H -0.80 6.34 -5.57 0.077
H 0.58 4.46 -4.91 0.127
H 1.62 5.65 -5.66 0.126
C 9.50 2.11 4.15 -0.063
C 10.00 1.00 5.06 -0.257
O 9.58 -0.21 4.54 0.003
C 9.96 -1.37 5.20 -0.264
O 10.74 -1.43 6.17 0.123
C 9.47 -2.64 4.42 -0.578
F 8.99 -3.52 5.30 0.177
F 8.62 -2.35 3.48 0.197
F 10.53 -3.15 3.77 0.165
H 8.42 2.07 4.03 0.080
H 9.95 2.09 3.16 0.078
H 9.78 3.11 4.51 0.078
H 9.67 1.12 6.09 0.132
H 11.09 1.05 5.05 0.129
C -6.25 -0.07 -12.39 -0.061
C -5.54 -1.27 -11.66 -0.185
O -5.31 -0.76 -10.34 -0.001
C -4.75 -1.50 -9.35 -0.302
O -4.47 -2.70 -9.49 0.121
C -4.55 -0.85 -7.94 -0.560
F -5.22 0.29 -7.73 0.178
F -4.96 -1.79 -7.09 0.166
F -3.25 -0.64 -7.74 0.175
H -7.27 0.06 -12.04 0.072
H -6.38 -0.40 -13.42 0.070
H -5.74 0.89 -12.39 0.078
H -4.66 -1.52 -12.24 0.125
H -6.21 -2.13 -11.60 0.126
C 12.76 -6.43 -1.47 -0.046
C 11.85 -5.27 -1.98 -0.211
O 10.57 -5.75 -2.28 0.023
C 9.55 -4.91 -2.47 -0.330
O 9.54 -3.67 -2.33 0.135
C 8.27 -5.66 -2.89 -0.553
F 7.30 -5.33 -2.07 0.181
F 7.83 -5.22 -4.08 0.154
F 8.41 -7.00 -2.99 0.166
H 13.07 -7.03 -2.32 0.075
H 12.22 -6.97 -0.69 0.079
H 13.63 -6.01 -0.97 0.074
H 12.28 -4.82 -2.87 0.131
H 11.79 -4.52 -1.19 0.125
C -10.16 -4.46 -1.04 -0.050
C -9.60 -4.76 0.38 -0.232
O -9.64 -6.12 0.62 -0.007
C -8.69 -6.73 1.43 -0.264
O -7.85 -6.12 2.12 0.118
C -8.81 -8.26 1.48 -0.614
F -9.05 -8.61 2.70 0.217
F -9.83 -8.66 0.69 0.157
F -7.68 -8.85 1.13 0.197
H -10.05 -3.41 -1.32 0.078
H -11.17 -4.85 -1.13 0.075
H -9.59 -5.05 -1.76 0.074
H -10.20 -4.27 1.15 0.129
H -8.56 -4.45 0.43 0.122
C -2.59 9.30 4.27 -0.063
C -3.12 9.26 2.86 -0.231
O -3.09 10.58 2.36 0.034
C -3.37 10.77 1.07 -0.340
O -3.95 9.92 0.39 0.134
C -3.00 12.16 0.52 -0.561
F -4.15 12.78 0.31 0.174
F -2.39 12.93 1.40 0.179
F -2.30 12.08 -0.63 0.172
H -3.31 9.90 4.84 0.079
H -1.62 9.80 4.31 0.082
H -2.50 8.34 4.77 0.083
H -4.10 8.77 2.84 0.130
H -2.47 8.62 2.27 0.130
C -1.50 1.87 9.32 -0.088
C -2.79 2.51 9.79 -0.266
N -3.86 2.45 8.79 -0.216
C -4.20 1.08 8.43 -0.268
C -5.02 0.28 9.43 -0.098
C -5.05 3.22 9.18 -0.219
C -5.92 3.38 7.87 -0.077
H -1.31 2.17 8.28 0.080
H -1.57 0.79 9.41 0.067
H -0.71 2.28 9.94 0.071
H -3.18 1.97 10.66 0.100
H -2.72 3.55 10.12 0.110
H -4.80 1.06 7.52 0.102
H -3.29 0.52 8.21 0.100
H -4.72 0.39 10.47 0.069
H -6.07 0.58 9.38 0.064
H -5.04 -0.79 9.20 0.075
H -4.70 4.20 9.52 0.109
H -5.55 2.64 9.96 0.098
H -5.31 3.69 7.01 0.072
H -6.65 4.17 8.02 0.060
H -6.44 2.47 7.57 0.056
C 0.92 0.56 1.70 -0.084
C -0.14 0.62 0.60 -0.290
N -1.47 0.27 0.89 -0.199
C -1.71 -0.90 1.74 -0.243
C -1.02 -2.14 1.17 -0.087
C -2.20 1.45 1.32 -0.288
C -3.68 1.30 1.21 -0.102
H 1.92 0.41 1.30 0.076
H 0.68 -0.26 2.38 0.054
H 0.88 1.49 2.28 0.069
H -0.03 1.61 0.16 0.113
H 0.15 -0.11 -0.16 0.105
H -1.37 -0.63 2.74 0.109
H -2.77 -1.15 1.78 0.106
H -1.27 -2.24 0.11 0.080
H 0.07 -2.14 1.17 0.063
H -1.32 -3.08 1.65 0.072
H -1.96 2.33 0.72 0.112
H -1.90 1.75 2.32 0.115
H -4.22 2.20 1.51 0.072
H -4.06 0.53 1.87 0.063
H -3.92 1.15 0.15 0.083
C 5.52 8.14 -0.18 -0.012
C 5.09 9.01 1.03 -0.529
C 6.01 10.02 1.54 -0.036
O 4.00 8.94 1.52 0.076
H 5.63 8.75 -1.08 0.077
H 4.69 7.45 -0.34 0.077
H 6.49 7.66 -0.05 0.075
H 5.44 10.52 2.32 0.086
H 6.12 10.80 0.79 0.093
H 6.90 9.52 1.91 0.093